Record 1
Computed, not measured: a cluster of 2 separate species, C5H16N2O in total in a non-equilibrium geometry, with ωB97M-V/def2-TZVPD.

Geometry (Å):
C (1.8243, 0.2728, 1.2339)
C (1.3425, -0.8337, 0.2846)
N (-0.0622, -1.1914, 0.3870)
C (-0.4421, -1.8698, 1.6161)
C (-1.0436, -0.2474, -0.1525)
C (-1.5481, 0.8603, 0.7969)
N (-1.6826, 2.1865, 0.2171)
H (2.8603, 0.5623, 1.0295)
H (1.8667, -0.0753, 2.2576)
H (1.1759, 1.1338, 1.2114)
H (1.5291, -0.5081, -0.7389)
H (1.8404, -1.7585, 0.5644)
H (0.4316, -2.3290, 2.0759)
H (-0.8888, -1.1878, 2.3484)
H (-1.1727, -2.6446, 1.3889)
H (-1.8920, -0.8531, -0.4868)
H (-0.5296, 0.1999, -0.9964)
H (-0.9098, 0.8893, 1.6733)
H (-2.5037, 0.5546, 1.1694)
H (-2.1364, 2.1508, -0.6892)
H (-0.7544, 2.5541, 0.0228)
O (0.8095, 0.3484, -5.1751)
H (0.1950, 1.0557, -4.9769)
H (1.6907, 0.7299, -5.0613)

Force components x, y, z for each atom (eV/Å):
C 0.527 -0.365 0.080
C -0.648 0.394 0.772
N -0.152 -0.001 -0.020
C -0.128 0.452 -0.368
C 0.700 -0.668 0.589
C 0.151 -0.400 -0.310
N 0.458 0.310 -0.096
H -0.172 0.132 -0.294
H -0.286 -0.187 0.382
H -0.046 0.434 -0.155
H 0.199 -0.390 -0.122
H 0.624 -0.004 -0.537
H -0.018 -0.080 -0.024
H 0.043 -0.081 0.189
H -0.131 -0.146 0.089
H -0.035 0.208 -0.280
H -0.255 0.200 -0.414
H 0.197 0.317 0.076
H -0.770 -0.070 0.288
H -0.174 -0.125 0.085
H -0.085 0.066 0.066
O 0.367 -0.104 -0.006
H -0.088 0.178 0.039
H -0.278 -0.069 -0.028

Properties
- SMILES: CCN(C)CCN.O
- Total charge: 0
- E_tot: -10471.28833 eV
- Highest occupied orbital energy: -0.288 Ha
- ΔE to the lowest compared entry with this formula, charge and spin: 1.233 eV



Record 2
Computed, not measured: a cluster of 2 separate species, C5H16N2O in total in a non-equilibrium geometry, with ωB97M-V/def2-TZVPD.

Geometry (Å):
C (-2.1264, -0.9239, 0.9298)
C (-1.2421, 0.2963, 0.6577)
N (-1.7069, 1.5403, 1.2613)
C (-1.3097, 0.6340, -1.0466)
O (-0.7298, -0.2667, -1.8681)
H (-2.1729, -1.1489, 1.9980)
H (-1.7283, -1.7894, 0.4005)
H (-3.1447, -0.7549, 0.5779)
H (-0.3038, 0.0858, 1.1877)
H (-1.8699, 1.4185, 2.2570)
H (-2.5864, 1.8296, 0.8447)
H (-0.8777, 1.6435, -1.1173)
H (-2.3903, 0.6792, -1.2222)
H (0.3628, -0.3932, -1.5271)
C (2.0436, -1.4835, -0.0792)
N (1.5395, -0.2201, -0.6038)
C (2.5462, 0.8299, -0.6903)
H (1.2329, -2.2102, -0.0828)
H (2.8452, -1.8513, -0.7209)
H (2.4287, -1.3795, 0.9422)
H (0.7850, 0.1456, 0.0506)
H (2.9806, 1.0604, 0.2899)
H (3.3480, 0.5252, -1.3640)
H (2.0763, 1.7333, -1.0752)

Force components x, y, z for each atom (eV/Å):
C 0.141 0.187 -0.120
C -1.479 0.381 -1.603
N -0.069 0.058 0.141
C 0.573 0.106 3.169
O 2.696 -1.403 0.119
H 0.033 -0.040 0.012
H -0.019 -0.122 -0.004
H -0.039 0.042 -0.051
H 0.224 0.068 -0.592
H -0.050 0.055 -0.106
H 0.011 -0.022 0.055
H -0.113 0.067 -0.031
H 0.047 0.058 0.018
H -2.587 0.696 -1.057
C -0.013 0.084 0.104
N -1.087 0.593 1.152
C 0.077 0.021 -0.080
H 0.027 -0.075 0.033
H -0.034 0.005 0.011
H 0.051 -0.071 -0.043
H 1.526 -0.708 -1.003
H 0.048 -0.039 -0.043
H -0.036 0.039 -0.014
H 0.071 0.021 -0.068

Properties
- SMILES: C[C@H](N)CO.CNC
- Total charge: 0
- E_tot: -10470.56864 eV
- Highest occupied orbital energy: -0.320 Ha
- ΔE to the lowest compared entry with this formula, charge and spin: 1.953 eV



Record 3
Computed, not measured: a cluster of 2 separate species, C5H16N2O in total in a non-equilibrium geometry, with ωB97M-V/def2-TZVPD.

Geometry (Å):
C (0.8772, 0.2762, -1.5711)
C (-0.1099, -0.9059, -1.5291)
C (-1.2438, -0.6718, -0.3961)
C (-0.7572, 0.1539, 0.7954)
C (0.1892, -0.0613, 2.9357)
N (0.0507, -0.5456, 1.7677)
N (-0.8376, -0.7446, -2.8987)
H (1.4857, 0.3105, -0.6136)
H (1.3458, 0.4120, -2.5129)
H (0.4413, 1.2621, -1.6823)
H (0.1205, -1.9254, -1.2524)
H (-1.7799, -1.5586, -0.3224)
H (-2.0190, 0.1926, -0.7398)
H (-1.8254, 0.5835, 1.2560)
H (-0.3890, 1.1132, 0.4424)
H (0.8912, -0.2996, 3.7274)
H (-0.3905, 0.6841, 3.3477)
H (0.7396, -1.1612, 1.1921)
H (-1.0462, 0.3540, -3.1480)
H (-1.8275, -1.2522, -3.0334)
H (-0.2697, -1.0414, -3.7554)
H (2.8086, 1.2538, 2.5241)
H (1.6134, 2.2264, 2.8716)
O (1.9325, 1.3452, 2.5949)

Force components x, y, z for each atom (eV/Å):
C 0.294 -0.488 1.588
C -2.718 2.972 0.963
C 0.298 4.883 -2.529
C -3.456 0.200 1.756
C 1.165 0.000 6.402
N -0.224 -3.201 -7.591
N -2.210 0.647 -2.728
H -0.200 -0.079 -1.639
H 1.872 -1.200 -0.733
H -1.413 0.169 1.047
H 1.154 -0.238 -1.251
H -0.928 -1.541 1.021
H 1.495 -2.238 -0.203
H 2.641 -1.485 -0.293
H 0.684 0.109 -0.174
H 0.166 -0.998 -0.915
H -1.737 1.662 -0.204
H -0.997 1.471 2.332
H 0.567 -3.277 1.307
H 2.679 1.245 0.734
H -0.620 0.166 1.559
H 5.403 0.306 -0.166
H 1.001 -0.651 -0.213
O -4.916 1.567 -0.071

Properties
- Expectation value of S²: 0.75
- Multiplicity: 2
- Total charge: +1
- E_tot: -10459.97419 eV
- Highest occupied orbital energy (spin up / spin down): -0.280 / -0.482 Ha
- ΔE to the lowest compared entry with this formula, charge and spin: 3.982 eV



Record 4
Computed, not measured: a cluster of 2 separate species, C5H16N2O in total in a non-equilibrium geometry, with ωB97M-V/def2-TZVPD.

Geometry (Å):
C (0.1248, 2.0424, 2.0933)
C (0.8372, 1.0416, 1.1214)
C (-0.2545, 0.2001, 0.3854)
C (0.2742, -1.0208, -0.2349)
C (1.3879, -1.1146, -1.0144)
N (-0.6850, -2.1351, -0.4260)
N (1.5320, 1.9418, 0.1056)
H (0.9003, 2.6832, 2.5696)
H (-0.2357, 1.6737, 3.0465)
H (-0.6358, 2.6844, 1.6619)
H (1.6740, 0.4805, 1.5715)
H (-0.6720, 0.8413, -0.4461)
H (-0.8976, 0.0458, 1.2510)
H (1.7755, -1.8779, -1.6588)
H (2.1279, -0.3246, -0.9834)
H (-0.2117, -2.9469, -0.8311)
H (-1.2016, -2.2746, 0.4466)
H (-1.4641, -1.8663, -1.0491)
H (2.1676, 2.5564, 0.6303)
H (1.9984, 1.4810, -0.6877)
H (0.7502, 2.4905, -0.3111)
H (-2.9029, -2.8092, -2.8549)
H (-3.5411, -1.5766, -2.2951)
O (-2.8479, -2.2160, -2.0907)

Force components x, y, z for each atom (eV/Å):
C 2.196 0.382 0.908
C -0.841 0.673 -0.180
C 1.479 -0.014 0.277
C -0.162 -1.400 1.125
C 1.654 1.435 -0.914
N -0.944 1.460 0.312
N -0.851 0.822 0.115
H -0.176 0.197 -0.785
H -0.547 -1.090 -0.320
H -0.063 -0.155 -0.406
H -0.826 -0.106 0.018
H -0.380 0.414 0.677
H -0.856 -0.385 -0.642
H -0.548 -0.719 -0.020
H 0.035 0.016 0.204
H -0.264 0.012 0.586
H 0.585 -0.910 0.018
H 0.230 -0.346 -0.681
H -0.091 -0.022 -0.530
H -0.049 -0.289 0.298
H 0.725 -0.036 0.112
H 0.254 -0.068 0.237
H 0.004 0.151 0.229
O -0.563 -0.024 -0.640

Properties
- Expectation value of S²: 0.75
- Multiplicity: 2
- Total charge: +1
- E_tot: -10462.14218 eV
- Highest occupied orbital energy (spin up / spin down): -0.265 / -0.434 Ha
- ΔE to the lowest compared entry with this formula, charge and spin: 1.814 eV



Record 5
Computed, not measured: a cluster of 2 separate species, C5H16N3 in total, with ωB97M-V/def2-TZVPD.

Geometry (Å):
C (0.4722, -1.8531, 0.7061)
N (0.6410, -2.8364, -0.3576)
C (1.5885, -0.8358, 0.5710)
N (1.4741, 0.2125, 1.6429)
H (0.5677, -2.3619, 1.6684)
H (-0.4951, -1.3362, 0.6890)
H (-0.0198, -3.5996, -0.2283)
H (0.3753, -2.4181, -1.2474)
H (1.5467, -0.3273, -0.3886)
H (2.5602, -1.3146, 0.6579)
H (2.3394, 0.7445, 1.7239)
H (0.6603, 0.9014, 1.4487)
H (1.3303, -0.2427, 2.5347)
C (-1.5871, 0.6977, -2.3847)
C (-0.9092, 1.4389, -1.2783)
C (-1.2647, 1.3880, -0.0018)
N (-0.5527, 2.0691, 1.0459)
H (-2.3848, 0.0580, -2.0114)
H (-2.0208, 1.3792, -3.1157)
H (-0.8709, 0.0812, -2.9301)
H (-0.0814, 2.0922, -1.5453)
H (-2.0862, 0.7795, 0.3546)
H (-1.1847, 2.3837, 1.7693)
H (-0.0981, 2.8998, 0.6768)

Force components x, y, z for each atom (eV/Å):
C 0.062 -0.075 -0.151
N -0.476 0.112 -0.082
C 0.127 -0.002 -0.006
N -0.104 0.105 -0.478
H -0.030 -0.025 0.012
H -0.039 0.035 0.059
H 0.256 0.020 0.067
H 0.158 -0.060 0.066
H -0.049 0.091 -0.039
H 0.011 -0.073 0.050
H -0.044 0.087 -0.063
H 0.245 -0.060 0.261
H -0.145 -0.065 0.377
C 0.045 -0.063 -0.014
C -0.096 0.063 0.156
C 0.111 0.025 -0.051
N 0.064 -0.040 -0.234
H -0.012 -0.031 0.033
H 0.001 0.085 0.017
H -0.006 -0.051 -0.016
H 0.022 0.004 -0.081
H -0.061 -0.037 -0.058
H -0.067 -0.018 0.149
H 0.025 -0.025 0.026

Properties
- Total charge: +1
- E_tot: -9908.43517 eV
- Highest occupied orbital energy: -0.462 Ha
- ΔE to the lowest compared entry with this formula, charge and spin: 1.281 eV



Record 6
Computed, not measured: a cluster of 2 separate species, C5H16N3 in total in a non-equilibrium geometry, with ωB97M-V/def2-TZVPD.

Geometry (Å):
C (-1.3593, 0.8487, 0.2403)
C (-1.4619, -0.9699, -1.3654)
C (-0.4235, -1.4538, 0.7822)
C (0.7722, 0.5745, -1.9621)
C (-0.6795, -0.4295, -0.2181)
N (1.4532, 1.5319, 1.5090)
N (1.4716, -0.0120, 0.2349)
N (0.6583, -0.0545, -0.6846)
H (-1.1789, 1.6302, -0.5061)
H (-2.4052, 0.5962, 0.5971)
H (-0.8678, 1.3198, 1.0964)
H (-2.4251, -1.4169, -0.9782)
H (-1.0174, -1.9069, -1.9211)
H (-1.6852, -0.2282, -2.1504)
H (0.0833, -2.3394, 0.2704)
H (0.1592, -1.1721, 1.6038)
H (-1.3036, -1.8536, 1.1789)
H (1.9376, 0.7699, -2.1957)
H (0.3031, 0.0901, -2.7586)
H (0.2842, 1.5838, -1.8956)
H (0.7981, 2.2998, 1.2305)
H (2.4217, 1.8333, 1.4845)
H (1.2557, 1.2924, 2.4448)
H (2.4289, 0.2978, -0.0131)

Force components x, y, z for each atom (eV/Å):
C -0.284 0.365 1.401
C -1.304 -2.862 -1.912
C 0.419 -3.073 -0.344
C 3.598 3.529 -0.069
C -0.330 0.363 -0.925
N -0.331 2.433 -1.138
N 2.712 -1.311 0.341
N -0.378 0.582 -0.494
H -1.263 -0.235 -0.230
H 1.048 0.759 -1.023
H -0.161 -0.659 0.281
H 0.846 0.876 -0.378
H -0.272 1.840 1.189
H -0.158 -0.262 0.504
H -0.465 1.105 0.722
H 0.820 0.546 1.023
H -1.686 -0.507 0.483
H -2.763 -0.565 0.440
H -0.453 -1.229 -0.919
H 0.524 -0.707 -0.131
H 1.219 -0.650 0.427
H -0.129 0.472 0.033
H -0.439 -0.639 1.223
H -0.768 -0.173 -0.505

Properties
- Total charge: +1
- E_tot: -9905.51414 eV
- Highest occupied orbital energy: -0.514 Ha
- ΔE to the lowest compared entry with this formula, charge and spin: 4.202 eV



Repeat the fourth record exactly.
Computed, not measured: a cluster of 2 separate species, C5H16N2O in total in a non-equilibrium geometry, with ωB97M-V/def2-TZVPD.

Geometry (Å):
C (0.1248, 2.0424, 2.0933)
C (0.8372, 1.0416, 1.1214)
C (-0.2545, 0.2001, 0.3854)
C (0.2742, -1.0208, -0.2349)
C (1.3879, -1.1146, -1.0144)
N (-0.6850, -2.1351, -0.4260)
N (1.5320, 1.9418, 0.1056)
H (0.9003, 2.6832, 2.5696)
H (-0.2357, 1.6737, 3.0465)
H (-0.6358, 2.6844, 1.6619)
H (1.6740, 0.4805, 1.5715)
H (-0.6720, 0.8413, -0.4461)
H (-0.8976, 0.0458, 1.2510)
H (1.7755, -1.8779, -1.6588)
H (2.1279, -0.3246, -0.9834)
H (-0.2117, -2.9469, -0.8311)
H (-1.2016, -2.2746, 0.4466)
H (-1.4641, -1.8663, -1.0491)
H (2.1676, 2.5564, 0.6303)
H (1.9984, 1.4810, -0.6877)
H (0.7502, 2.4905, -0.3111)
H (-2.9029, -2.8092, -2.8549)
H (-3.5411, -1.5766, -2.2951)
O (-2.8479, -2.2160, -2.0907)

Force components x, y, z for each atom (eV/Å):
C 2.196 0.382 0.908
C -0.841 0.673 -0.180
C 1.479 -0.014 0.277
C -0.162 -1.400 1.125
C 1.654 1.435 -0.914
N -0.944 1.460 0.312
N -0.851 0.822 0.115
H -0.176 0.197 -0.785
H -0.547 -1.090 -0.320
H -0.063 -0.155 -0.406
H -0.826 -0.106 0.018
H -0.380 0.414 0.677
H -0.856 -0.385 -0.642
H -0.548 -0.719 -0.020
H 0.035 0.016 0.204
H -0.264 0.012 0.586
H 0.585 -0.910 0.018
H 0.230 -0.346 -0.681
H -0.091 -0.022 -0.530
H -0.049 -0.289 0.298
H 0.725 -0.036 0.112
H 0.254 -0.068 0.237
H 0.004 0.151 0.229
O -0.563 -0.024 -0.640

Properties
- Expectation value of S²: 0.75
- Multiplicity: 2
- Total charge: +1
- E_tot: -10462.14218 eV
- Highest occupied orbital energy (spin up / spin down): -0.265 / -0.434 Ha
- ΔE to the lowest compared entry with this formula, charge and spin: 1.814 eV